Entry 1:
Here is 9 unconnected molecules or ions with the total composition C27H51Cl9O12S6 in a non-equilibrium geometry from the OMol25 dataset. Energies are from ωB97M-V with the def2-TZVPD basis set.

Calculated values
Relative energy (zero: lowest compared OMol25 entry of this formula, charge and spin), kJ/mol: 0.00
Gap between HOMO and LUMO, eV: 10.316
HOMO, eV: -10.29
SMILES: O=S1(=O)CCCC1.O=S1(=O)CCCC1.O=S1(=O)CCCC1.O=S1(=O)CCCC1.O=S1(=O)CCCC1.O=S1(=O)CCCC1.ClC(Cl)Cl.ClC(Cl)Cl.ClC(Cl)Cl

The geometry in ORCA input format:
```
! RIJCOSX wB97M-V def2-TZVPD def2/J DEFGRID3
* xyz 0 1
C -1.594 -2.190 -5.247
Cl -2.273 -2.755 -6.758
Cl -0.976 -0.583 -5.604
Cl -0.302 -3.277 -4.525
H -2.408 -2.083 -4.532
C 0.178 -4.033 0.642
Cl -0.529 -5.143 1.915
Cl -1.161 -3.870 -0.555
Cl 1.624 -4.701 -0.139
H 0.412 -3.085 1.105
C -0.825 4.640 -1.852
Cl -1.183 6.351 -1.928
Cl -2.354 3.654 -1.879
Cl 0.073 4.330 -0.431
H -0.153 4.448 -2.677
C 6.400 -2.484 -0.233
C 5.247 -2.232 -1.200
C 5.754 -2.718 -2.494
S 6.333 -4.423 -2.106
O 7.526 -4.761 -2.809
O 5.152 -5.269 -2.244
C 6.653 -3.987 -0.310
H 6.435 -2.185 0.808
H 7.261 -1.937 -0.650
H 5.027 -1.190 -1.164
H 4.381 -2.789 -0.889
H 6.584 -2.175 -2.925
H 4.879 -2.815 -3.259
H 7.674 -4.334 0.041
H 5.862 -4.478 0.261
C -3.802 4.294 2.802
C -4.416 4.040 1.389
C -5.715 3.284 1.732
S -5.263 2.150 3.077
O -5.083 0.799 2.615
O -6.086 2.511 4.240
C -3.666 2.899 3.447
H -4.601 4.816 3.386
H -2.860 4.783 2.872
H -3.703 3.395 0.837
H -4.615 4.897 0.758
H -6.032 2.686 0.858
H -6.505 3.921 2.124
H -2.865 2.228 2.962
H -3.635 2.984 4.537
C 4.089 3.015 -1.110
C 4.443 4.242 -1.942
C 5.902 4.473 -1.732
S 6.190 4.078 0.064
O 6.358 5.286 0.830
O 7.239 3.099 0.193
C 4.564 3.337 0.319
H 4.464 2.029 -1.465
H 2.966 3.030 -0.996
H 3.753 5.055 -1.646
H 4.328 4.125 -3.039
H 6.316 5.464 -1.884
H 6.481 3.788 -2.360
H 3.964 4.187 0.720
H 4.594 2.558 1.025
C -5.035 -1.809 0.229
C -6.014 -2.246 -0.885
C -6.075 -1.073 -1.929
S -4.344 -0.613 -2.029
O -4.283 0.779 -2.319
O -3.650 -1.495 -3.001
C -3.835 -1.125 -0.372
H -4.764 -2.633 0.848
H -5.554 -1.115 0.924
H -7.030 -2.345 -0.455
H -5.691 -3.151 -1.338
H -6.612 -0.235 -1.649
H -6.424 -1.458 -2.907
H -3.219 -0.357 0.129
H -3.071 -1.929 -0.565
C -0.951 -2.499 5.126
C -2.467 -2.458 4.876
C -2.706 -1.055 4.261
S -1.503 -1.090 2.963
O -1.198 0.266 2.570
O -1.980 -2.020 1.953
C -0.217 -1.844 3.900
H -0.603 -3.556 5.245
H -0.612 -1.962 5.954
H -3.047 -2.573 5.802
H -2.832 -3.242 4.171
H -2.477 -0.238 4.937
H -3.653 -0.858 3.751
H 0.514 -1.057 4.226
H 0.404 -2.501 3.215
C 1.217 -0.080 -2.625
C -0.173 -0.475 -2.151
C -0.332 -0.032 -0.665
S 1.276 -0.128 -0.055
O 1.355 -1.301 0.773
O 1.636 1.147 0.517
C 2.164 -0.507 -1.486
H 1.275 0.991 -2.852
H 1.479 -0.583 -3.556
H -0.293 -1.572 -2.195
H -0.987 -0.043 -2.750
H -0.864 -0.770 -0.131
H -0.797 0.896 -0.430
H 2.395 -1.562 -1.514
H 3.077 0.132 -1.491
*
```

Entry 2:
Here is a molecular structure, C27H52AsCeI2N4O5SSi3 in a non-equilibrium geometry from the OMol25 dataset. Energies are from ωB97M-V with the def2-TZVPD basis set.

Calculated values
⟨S²⟩: 0.7508
Gap between HOMO and LUMO, eV: 6.027
HOMO, eV: -12.56

The geometry in ORCA input format:
```
! RIJCOSX wB97M-V def2-TZVPD def2/J DEFGRID3
* xyz 2 2
Ce 0.863 -0.700 -0.013
O -2.065 -3.102 -2.358
C -1.099 -2.777 -1.675
O -0.860 -1.647 -1.118
C -0.007 -3.796 -1.340
C -0.051 -5.081 -1.796
C 0.912 -6.013 -1.405
C 1.898 -5.556 -0.557
C 1.964 -4.232 -0.136
N 1.011 -3.322 -0.585
H -0.915 -5.439 -2.385
H 0.966 -6.978 -1.848
H 2.632 -6.297 -0.185
H 2.633 -3.796 0.607
C -3.692 0.365 -2.202
Si -2.373 1.441 -2.949
C -3.001 3.051 -3.594
C -1.503 0.721 -4.454
As -0.943 1.834 -1.052
Si 0.124 3.973 -1.422
C 1.319 4.364 -0.067
C -1.302 5.183 -1.404
C 1.073 3.844 -3.072
Si -2.290 2.278 0.824
C -3.851 3.113 0.214
C -1.386 3.290 2.079
C -2.811 0.732 1.670
H -4.647 0.603 -2.682
H -3.803 0.492 -1.138
H -3.581 -0.690 -2.434
H -3.662 2.911 -4.410
H -2.193 3.701 -3.911
H -3.613 3.562 -2.875
H -2.081 0.520 -5.369
H -1.160 -0.328 -4.060
H -0.600 1.247 -4.751
H 2.098 3.553 -0.062
H 0.790 4.270 0.876
H 1.852 5.281 -0.170
H -1.686 5.163 -0.385
H -2.045 4.797 -2.050
H -0.931 6.225 -1.627
H 2.058 3.342 -2.984
H 1.240 4.776 -3.556
H 0.547 3.168 -3.799
H -3.594 4.160 0.082
H -4.626 2.970 0.985
H -4.180 2.809 -0.782
H -1.220 4.346 1.820
H -0.429 2.741 2.234
H -1.924 3.271 3.048
H -3.342 -0.031 1.053
H -3.525 1.074 2.460
H -2.014 0.128 2.076
I 2.791 -1.742 3.224
I 5.170 -2.801 2.880
N -2.038 -4.911 5.940
C -2.763 -4.064 5.090
S -4.377 -3.758 5.071
C -1.917 -3.360 4.040
C -1.011 -2.356 4.311
C -0.400 -1.653 3.288
N -0.566 -1.971 2.010
C -1.372 -2.999 1.730
C -2.037 -3.769 2.681
H -2.495 -5.310 6.757
H -1.064 -5.080 5.806
H -0.887 -2.058 5.318
H 0.081 -0.740 3.466
H -1.450 -3.278 0.712
H -2.668 -4.591 2.392
N 2.267 2.673 3.793
C 2.879 2.650 2.400
C 2.218 1.473 1.659
O 2.730 1.061 0.587
O 1.192 1.006 2.233
H 2.000 3.567 4.204
H 2.865 2.236 4.494
H 1.439 1.993 3.628
H 3.931 2.558 2.674
H 2.709 3.591 1.965
C 5.129 -0.330 -1.044
C 4.014 -1.249 -0.584
O 2.862 -1.078 -1.390
C 2.956 -1.689 -2.676
C 1.670 -1.501 -3.486
H 5.749 -0.140 -0.161
H 4.642 0.553 -1.416
H 5.718 -0.736 -1.871
H 3.714 -0.982 0.427
H 4.235 -2.271 -0.685
H 3.221 -2.764 -2.570
H 3.767 -1.229 -3.203
H 0.876 -2.095 -3.052
H 1.893 -1.922 -4.474
H 1.358 -0.450 -3.532
*
```

Entry 3:
Here is a molecular structure, C27H52BiOP2Si in a non-equilibrium geometry from the OMol25 dataset. Energies are from ωB97M-V with the def2-TZVPD basis set.

Calculated values
Relative energy (zero: lowest compared OMol25 entry of this formula, charge and spin), kJ/mol: 0.00
Gap between HOMO and LUMO (spin up / spin down), eV: 3.279 / 3.269
HOMO (spin up / spin down), eV: -9.22 / -9.22

The geometry in ORCA input format:
```
! RIJCOSX wB97M-V def2-TZVPD def2/J DEFGRID3
* xyz 1 1
Bi -1.703 1.047 2.634
C 1.164 0.457 4.329
C 2.156 0.965 3.496
C 0.417 2.469 3.416
C 0.055 1.387 4.334
C 1.717 2.186 2.937
C 1.275 -0.738 5.197
H 1.999 -1.452 4.787
H 0.312 -1.250 5.299
H 1.634 -0.475 6.205
C -1.014 1.514 5.382
H -0.966 0.672 6.089
H -2.051 1.548 4.961
H -0.879 2.451 5.947
C -0.350 3.734 3.251
H -0.360 4.345 4.170
H -1.411 3.557 2.981
H 0.081 4.348 2.447
C 2.545 3.120 2.150
H 3.111 3.793 2.817
H 1.930 3.742 1.493
H 3.276 2.589 1.529
C 3.538 0.430 3.353
H 4.235 0.974 4.012
H 3.928 0.539 2.335
H 3.613 -0.630 3.623
C -0.115 -1.939 0.528
C 0.935 -2.182 1.336
C 2.388 -2.189 0.979
C 2.744 -1.334 -0.247
C 2.355 0.106 -0.141
C 1.208 0.653 -0.562
C 0.085 -0.061 -1.247
C -0.141 -1.568 -0.927
H 2.705 -3.238 0.832
H 2.317 -1.800 -1.142
H 2.959 -1.845 1.858
H 0.500 -2.214 -1.545
H -1.104 -1.879 1.015
H 0.725 -2.310 2.407
H -1.172 -1.785 -1.260
H -0.865 0.469 -1.059
H 1.070 1.741 -0.475
H 0.265 0.045 -2.333
H 3.837 -1.339 -0.336
H 3.132 0.756 0.282
P -0.726 -0.207 -5.123
P -0.422 2.459 -6.538
C -0.745 -0.299 -7.007
C -1.107 1.055 -7.600
H -1.483 -1.057 -7.299
H 0.249 -0.646 -7.331
H -0.705 1.157 -8.615
H -2.197 1.205 -7.645
C -1.206 3.819 -7.504
H -0.762 4.764 -7.167
H -2.283 3.821 -7.298
H -1.031 3.693 -8.580
C 1.226 2.521 -7.360
H 1.112 2.508 -8.451
H 1.842 1.672 -7.040
H 1.706 3.459 -7.056
C -2.197 -1.280 -4.824
H -2.259 -1.511 -3.752
H -2.123 -2.205 -5.413
H -3.093 -0.722 -5.128
C 0.632 -1.436 -4.867
H 1.570 -0.978 -5.211
H 0.440 -2.350 -5.446
H 0.720 -1.673 -3.797
C -4.295 -2.027 3.470
Si -2.505 -2.220 4.020
C -2.443 -2.332 5.897
C -1.853 -3.864 3.387
O -1.612 -0.971 3.448
H -4.914 -2.871 3.807
H -4.375 -1.979 2.376
H -4.744 -1.111 3.873
H -3.108 -3.149 6.211
H -1.443 -2.562 6.288
H -2.791 -1.417 6.388
H -1.760 -3.869 2.294
H -0.865 -4.118 3.796
H -2.529 -4.689 3.663
*
```

Entry 4:
Here is a gas-phase ion, C27H52ClN2O4S (charge +1) in a non-equilibrium geometry from the OMol25 dataset. Energies are from ωB97M-V with the def2-TZVPD basis set.

Calculated values
Relative energy (zero: lowest compared OMol25 entry of this formula, charge and spin), kJ/mol: 564.33
Gap between HOMO and LUMO, eV: 8.457
HOMO, eV: -11.41
SMILES: C=CC(=O)OCCCCCC[C@@H]1C[N@@H+](CCCCS(=O)(=O)Cl)C[C@@H](CCCCCCCCCC)N1

The geometry in ORCA input format:
```
! RIJCOSX wB97M-V def2-TZVPD def2/J DEFGRID3
* xyz 1 1
C 1.008 5.937 1.932
C 1.810 4.986 1.234
C 2.474 5.357 -0.152
O 2.096 6.406 -0.724
O 3.449 4.477 -0.657
C 3.710 4.738 -2.069
C 2.461 4.255 -2.985
C 2.428 2.659 -2.881
C 1.201 1.987 -3.701
C 1.740 0.592 -4.273
C 0.607 -0.484 -4.611
C -0.510 -0.666 -3.486
C -1.742 0.322 -3.772
N -2.555 0.649 -2.551
C -3.999 0.982 -2.818
C -4.253 1.969 -4.051
C -5.266 3.186 -3.719
C -4.885 3.994 -2.386
S -4.298 5.721 -2.679
O -4.638 6.549 -1.481
O -4.863 6.356 -3.910
Cl -2.222 5.638 -2.850
C -2.564 -0.620 -1.710
C -1.108 -0.923 -1.099
C -0.987 -2.372 -0.437
C 0.156 -2.271 0.710
C 0.174 -3.529 1.696
C 0.638 -3.024 3.175
C 1.930 -3.836 3.711
C 1.576 -4.933 4.820
C 2.942 -5.474 5.463
C 3.049 -5.251 7.051
C 1.725 -5.706 7.852
C 2.212 -6.071 9.351
N 0.003 -0.610 -2.082
H 0.412 6.658 1.296
H 1.025 5.971 3.068
H 1.980 3.963 1.700
H 4.034 5.802 -2.288
H 4.569 4.029 -2.358
H 2.596 4.621 -4.066
H 1.492 4.744 -2.606
H 3.383 2.220 -3.344
H 2.292 2.376 -1.787
H 0.336 1.890 -2.962
H 0.842 2.678 -4.548
H 2.274 0.830 -5.258
H 2.494 0.165 -3.519
H 1.142 -1.501 -4.699
H 0.106 -0.329 -5.634
H -0.932 -1.734 -3.623
H -2.440 -0.168 -4.527
H -1.407 1.323 -4.227
H -2.121 1.369 -1.941
H -4.547 -0.009 -3.021
H -4.441 1.370 -1.831
H -4.785 1.346 -4.859
H -3.322 2.444 -4.490
H -6.354 2.857 -3.761
H -5.131 3.930 -4.588
H -4.093 3.480 -1.740
H -5.841 4.065 -1.751
H -3.309 -0.576 -0.853
H -2.895 -1.501 -2.373
H -0.972 -0.161 -0.244
H -1.966 -2.575 0.133
H -0.774 -3.212 -1.182
H 1.175 -2.163 0.215
H -0.094 -1.347 1.324
H 0.918 -4.344 1.384
H -0.846 -4.030 1.766
H 0.903 -1.912 3.176
H -0.258 -3.127 3.890
H 2.471 -4.361 2.846
H 2.660 -3.078 4.175
H 0.864 -4.453 5.575
H 1.014 -5.828 4.375
H 3.793 -4.867 4.981
H 3.128 -6.569 5.170
H 3.289 -4.177 7.340
H 3.910 -5.907 7.422
H 0.993 -4.839 7.965
H 1.189 -6.576 7.349
H 2.776 -5.152 9.747
H 1.350 -6.294 10.059
H 2.949 -6.931 9.246
H 0.672 -1.403 -2.031
*
```

Entry 5:
Here is 4 unconnected molecules or ions with the total composition C27H52ClO3P in a non-equilibrium geometry from the OMol25 dataset. Energies are from ωB97M-V with the def2-TZVPD basis set.

Calculated values
Gap between HOMO and LUMO, eV: 7.574
HOMO, eV: -8.37
SMILES: CCP(C)C1=C(Cl)C(=O)C=C(O)C1=O.CCCCCC.CCCCCC.CCCCCC

The geometry in ORCA input format:
```
! RIJCOSX wB97M-V def2-TZVPD def2/J DEFGRID3
* xyz 0 1
C 0.448 -0.531 -0.827
C 0.149 0.938 -0.381
P 1.624 1.992 0.028
C 2.294 1.236 1.622
C 3.001 1.768 -1.186
C 4.156 2.401 -0.989
Cl 4.441 3.492 0.350
C 5.278 2.137 -2.017
O 6.001 2.979 -2.421
C 5.337 0.683 -2.503
C 4.193 0.054 -2.712
O 4.091 -1.243 -3.123
C 2.917 0.888 -2.442
O 1.980 0.867 -3.170
H 1.370 -0.943 -0.377
H -0.382 -1.153 -0.428
H 0.407 -0.679 -1.921
H -0.429 0.861 0.564
H -0.535 1.444 -1.087
H 2.697 2.035 2.263
H 1.537 0.615 2.129
H 3.137 0.572 1.336
H 6.298 0.176 -2.638
H 3.401 -1.634 -2.559
C -0.388 3.158 3.847
C 0.323 3.062 5.191
C 0.756 1.639 5.545
C -0.388 0.632 5.698
C -1.440 1.002 6.743
C -0.881 1.087 8.159
H -1.313 2.579 3.836
H -0.647 4.196 3.628
H 0.255 2.795 3.041
H -0.316 3.476 5.976
H 1.215 3.696 5.160
H 1.343 1.667 6.468
H 1.436 1.271 4.769
H 0.042 -0.341 5.957
H -0.884 0.493 4.732
H -2.227 0.242 6.724
H -1.923 1.948 6.481
H -0.435 0.135 8.458
H -1.676 1.323 8.868
H -0.120 1.864 8.247
C -3.552 -6.167 1.511
C -2.096 -5.729 1.397
C -1.420 -5.512 2.750
C -2.034 -4.406 3.611
C -2.074 -3.025 2.957
C -0.691 -2.469 2.637
H -4.164 -5.410 2.006
H -3.977 -6.337 0.520
H -3.635 -7.098 2.077
H -2.032 -4.824 0.786
H -1.543 -6.501 0.855
H -0.359 -5.301 2.586
H -1.453 -6.448 3.318
H -1.465 -4.339 4.545
H -3.050 -4.689 3.900
H -2.578 -2.334 3.640
H -2.680 -3.050 2.047
H -0.085 -2.391 3.543
H -0.776 -1.471 2.200
H -0.159 -3.098 1.921
C -0.547 3.635 -8.766
C -1.128 2.228 -8.686
C -1.953 1.984 -7.424
C -1.176 2.099 -6.110
C 0.030 1.167 -5.986
C -0.344 -0.310 -6.021
H 0.143 3.834 -7.945
H 0.007 3.765 -9.698
H -1.340 4.386 -8.738
H -0.322 1.492 -8.766
H -1.772 2.067 -9.556
H -2.416 0.994 -7.489
H -2.782 2.699 -7.398
H -1.866 1.898 -5.283
H -0.840 3.131 -5.974
H 0.530 1.375 -5.038
H 0.760 1.381 -6.771
H -1.038 -0.555 -5.213
H 0.547 -0.929 -5.899
H -0.810 -0.588 -6.969
*
```